# CH4N5

2 unconnected molecules or ions with the total composition CH4N5 at a distorted geometry (the ωB97M-V functional and the def2-TZVPD basis, OMol25).

Values from the calculation:
* orbital gap: 8.70 eV
* relative energy (zero: lowest compared OMol25 entry of this formula, charge and spin): 222.2 kJ/mol
* strongest force on any atom: 4.6 eV/Å
* E_HOMO: -14.431 eV
* lowest unoccupied orbital energy: -5.7 eV

```
! RIJCOSX wB97M-V def2-TZVPD def2/J DEFGRID3
* xyz 1 1
N 2.11 0.14 0.28
N -1.12 -0.63 -0.65
N 1.26 -0.69 0.45
N 2.65 1.08 -0.02
N -0.92 -1.42 -1.38
C -1.40 0.54 0.00
H -2.01 1.20 -0.59
H -1.76 0.39 0.99
H -0.40 0.98 -0.03
H 1.60 -1.60 0.94
*
```

Computed Mulliken charges, given in elementary charges: number 1, N, carries 0.71; number 2, N, carries 0.43; number 3, N, carries -0.62; number 4, N, carries -0.32; number 5, N, carries -0.03; number 6, C, carries -0.27; number 7, H, carries 0.32; number 8, H, carries 0.32; number 9, H, carries 0.20; number 10, H, carries 0.26

---

# C3HCl2N

C3HCl2N in the gas phase at a distorted geometry (the ωB97M-V functional and the def2-TZVPD basis, OMol25).

Values from the calculation:
* orbital gap: 9.65 eV
* relative energy (zero: lowest compared OMol25 entry of this formula, charge and spin): 139.4 kJ/mol
* strongest force on any atom: 4.9 eV/Å
* E_HOMO: -9.683 eV
* lowest unoccupied orbital energy: 0.0 eV

```
! RIJCOSX wB97M-V def2-TZVPD def2/J DEFGRID3
* xyz 0 1
Cl 2.05 -0.02 -0.02
Cl 0.51 -2.38 -0.02
N -0.66 1.29 -0.11
C -0.07 2.32 0.03
C 0.47 -0.72 -0.11
C -0.70 -0.06 0.04
H -1.61 -0.43 0.19
*
```

Computed Mulliken charges, given in elementary charges: number 1, Cl, carries -0.13; number 2, Cl, carries -0.15; number 3, N, carries -0.16; number 4, C, carries -0.03; number 5, C, carries 0.32; number 6, C, carries -0.32; number 7, H, carries 0.47

---

# C21H26NO6

2 unconnected molecules or ions with the total composition C21H26NO6 at a distorted geometry (the ωB97M-V functional and the def2-TZVPD basis, OMol25).

Values from the calculation:
* orbital gap: 5.80 eV
* strongest force on any atom: 2.3 eV/Å
* E_HOMO: -3.222 eV
* lowest unoccupied orbital energy: 2.6 eV

```
! RIJCOSX wB97M-V def2-TZVPD def2/J DEFGRID3
* xyz -1 1
O 2.67 -0.33 2.33
O -0.18 -2.10 -1.50
O 2.59 -2.92 1.26
O 1.00 -1.11 3.64
O -1.70 -1.11 0.78
O -1.23 -1.04 2.96
N -2.88 3.01 -2.99
C 0.59 -4.07 -0.42
C 2.99 -2.31 0.25
C 0.89 0.12 0.17
C -0.74 1.84 -2.77
C -0.03 0.94 -0.61
C 0.18 1.17 -1.99
C -2.04 2.33 -0.79
C 1.49 -0.61 2.46
C 2.07 -1.93 -0.82
C -2.73 4.32 -3.59
C -0.31 -0.59 3.97
C 2.58 -1.25 -2.03
C -3.94 2.21 -3.58
C -0.89 -0.86 1.64
C 0.76 -2.66 -0.94
C -0.28 0.93 4.10
C 4.42 -1.84 0.20
C -1.89 2.42 -2.20
C -1.15 1.60 -0.03
C -0.78 -1.23 5.27
C 0.51 -0.41 1.37
H -1.97 4.89 -3.05
H -0.09 -0.98 6.08
H -1.31 1.54 1.05
H 3.03 -0.28 -1.76
H -2.89 2.85 -0.33
H 1.76 -1.08 -2.73
H -1.28 1.28 4.37
H 4.48 -0.88 0.73
H 1.15 -4.21 0.51
H -4.88 2.77 -3.55
H -4.05 1.27 -3.03
H 1.09 0.76 -2.44
H 0.03 1.43 3.17
H 1.96 0.25 0.02
H 3.36 -1.84 -2.56
H 0.94 -4.79 -1.18
H 0.41 1.19 4.90
H 4.79 -1.72 -0.82
H -0.83 -2.32 5.15
H -1.78 -0.85 5.51
H 5.05 -2.56 0.73
H -3.70 4.85 -3.53
H -3.72 1.98 -4.63
H -2.45 4.24 -4.65
H -0.48 -4.24 -0.24
H -0.59 1.92 -3.85
*
```

Computed Mulliken charges, given in elementary charges: number 1, O, carries -0.66; number 2, O, carries -0.67; number 3, O, carries -0.76; number 4, O, carries -0.36; number 5, O, carries -0.59; number 6, O, carries -0.39; number 7, N, carries 0.26; number 8, C, carries -1.50; number 9, C, carries 0.93; number 10, C, carries -0.36; number 11, C, carries -0.52; number 12, C, carries 0.09; number 13, C, carries -0.68; number 14, C, carries -0.50; number 15, C, carries -0.55; number 16, C, carries 0.95; number 17, C, carries -1.00; number 18, C, carries 1.56; number 19, C, carries -1.78; number 20, C, carries -1.02; number 21, C, carries 0.11; number 22, C, carries 0.66; number 23, C, carries -1.34; number 24, C, carries -1.57; number 25, C, carries -0.18; number 26, C, carries -0.29; number 27, C, carries -1.82; number 28, C, carries 1.19; number 29, H, carries 0.29; number 30, H, carries 0.40; number 31, H, carries 0.21; number 32, H, carries 0.37; number 33, H, carries 0.39; number 34, H, carries 0.55; number 35, H, carries 0.41; number 36, H, carries 0.22; number 37, H, carries 0.37; number 38, H, carries 0.33; number 39, H, carries 0.29; number 40, H, carries 0.32; number 41, H, carries 0.22; number 42, H, carries 1.18; number 43, H, carries 0.29; number 44, H, carries 0.35; number 45, H, carries 0.38; number 46, H, carries 0.35; number 47, H, carries 0.41; number 48, H, carries 0.37; number 49, H, carries 0.45; number 50, H, carries 0.31; number 51, H, carries 0.32; number 52, H, carries 0.31; number 53, H, carries 0.34; number 54, H, carries 0.38

---

# C6H5N

C6H5N in the gas phase (the ωB97M-V functional and the def2-TZVPD basis, OMol25).

Values from the calculation:
* orbital gap: 10.10 eV
* relative energy (zero: lowest compared OMol25 entry of this formula, charge and spin): 586.3 kJ/mol
* strongest force on any atom: 0.6 eV/Å
* E_HOMO: -9.157 eV
* lowest unoccupied orbital energy: 0.9 eV

```
! RIJCOSX wB97M-V def2-TZVPD def2/J DEFGRID3
* xyz 0 1
N 0.59 -1.55 0.26
C 0.91 -0.56 -0.74
C 1.09 1.25 -0.56
C 2.08 0.51 -0.33
C -0.52 -0.77 -0.24
C -1.22 0.17 0.60
C -1.83 0.94 1.30
H 1.12 -0.97 -1.72
H 0.28 1.95 -0.70
H 0.89 -1.23 1.18
H -2.37 1.61 1.93
H -1.17 -1.33 -0.91
*
```

Computed Mulliken charges, given in elementary charges: number 1, N, carries -0.54; number 2, C, carries 0.23; number 3, C, carries 0.18; number 4, C, carries -1.04; number 5, C, carries -0.50; number 6, C, carries -0.89; number 7, C, carries 0.56; number 8, H, carries 0.44; number 9, H, carries 0.48; number 10, H, carries 0.35; number 11, H, carries 0.41; number 12, H, carries 0.33

---

# C8H20ClO4

3 unconnected molecules or ions with the total composition C8H20ClO4 at a distorted geometry (the ωB97M-V functional and the def2-TZVPD basis, OMol25).

Values from the calculation:
* orbital gap: 5.75 eV
* relative energy (zero: lowest compared OMol25 entry of this formula, charge and spin): 162.7 kJ/mol
* strongest force on any atom: 2.7 eV/Å
* E_HOMO: -3.232 eV
* lowest unoccupied orbital energy: 2.5 eV

```
! RIJCOSX wB97M-V def2-TZVPD def2/J DEFGRID3
* xyz -1 1
Cl 4.36 3.82 -2.33
O -0.13 -4.46 -2.67
O 1.39 -2.64 -4.52
O 0.13 2.56 4.84
O -1.11 3.87 2.71
C 0.31 1.86 6.05
C -0.25 -4.33 -4.12
C -0.13 4.58 3.46
C 1.97 -2.04 -5.69
C -0.03 3.98 4.88
C -1.30 -5.15 -2.16
C -2.38 4.33 2.91
C 1.02 -3.95 -4.85
H 2.45 -1.08 -5.52
H 0.80 4.29 2.97
H 1.32 -1.87 -6.55
H -1.17 -5.16 -1.08
H 0.54 0.80 5.93
H -1.18 -3.86 -4.43
H -0.94 4.28 5.39
H 0.89 -4.13 -5.91
H -3.07 3.92 2.17
H -2.26 -4.66 -2.30
H 2.77 -2.67 -6.07
H -2.82 4.17 3.89
H -0.31 5.66 3.46
H 0.86 4.38 5.37
H -1.39 -6.16 -2.57
H -0.35 -5.31 -4.59
H 1.17 2.22 6.61
H -0.61 1.97 6.63
H 1.82 -4.66 -4.61
H -2.36 5.41 2.73
*
```

Computed Mulliken charges, given in elementary charges: number 1, Cl, carries -1.00; number 2, O, carries -0.30; number 3, O, carries -0.30; number 4, O, carries -0.29; number 5, O, carries -0.32; number 6, C, carries -0.72; number 7, C, carries -0.48; number 8, C, carries -0.59; number 9, C, carries -0.82; number 10, C, carries -0.46; number 11, C, carries -0.72; number 12, C, carries -0.70; number 13, C, carries -0.59; number 14, H, carries 0.32; number 15, H, carries 0.31; number 16, H, carries 0.31; number 17, H, carries 0.26; number 18, H, carries 0.25; number 19, H, carries 0.38; number 20, H, carries 0.31; number 21, H, carries 0.41; number 22, H, carries 0.27; number 23, H, carries 0.30; number 24, H, carries 0.32; number 25, H, carries 0.26; number 26, H, carries 0.40; number 27, H, carries 0.41; number 28, H, carries 0.30; number 29, H, carries 0.31; number 30, H, carries 0.29; number 31, H, carries 0.29; number 32, H, carries 0.31; number 33, H, carries 0.31

---

# C24H30N2O7

C24H30N2O7 in the gas phase at a distorted geometry (the ωB97M-V functional and the def2-TZVPD basis, OMol25).

Values from the calculation:
* orbital gap: 8.26 eV
* relative energy (zero: lowest compared OMol25 entry of this formula, charge and spin): 2315.1 kJ/mol
* strongest force on any atom: 17.6 eV/Å
* E_HOMO: -8.501 eV
* lowest unoccupied orbital energy: -0.2 eV
* structure (SMILES): CCC(CC)NC(=O)COC(=O)c1ccc(OCC(=O)Nc2ccccc2OC)c(OC)c1

```
! RIJCOSX wB97M-V def2-TZVPD def2/J DEFGRID3
* xyz 0 1
O 5.07 -0.95 -0.44
O 1.93 -2.44 -2.07
O -4.17 -1.98 -0.36
O 1.86 -2.57 0.03
O -4.29 1.04 -2.35
O -2.96 -2.74 1.74
O -2.00 0.74 2.11
N -3.46 0.89 -0.37
N 2.92 -0.29 -0.06
C 2.86 0.65 -2.82
C 2.60 1.63 -1.80
C -2.57 1.78 -0.29
C 3.05 2.08 0.73
C -0.66 3.70 0.27
C -0.95 -2.04 -1.85
C -2.18 -3.34 2.72
C 1.35 -2.77 -1.17
C -1.42 3.66 -0.90
C -0.77 2.96 1.25
C -4.28 0.39 -1.30
C -2.32 2.85 -1.08
C 3.25 1.00 -0.61
C -1.27 0.68 3.05
C -1.73 1.78 0.83
C 3.32 -2.56 -0.01
C -4.84 -0.78 -1.27
C -0.80 -2.74 0.42
C 3.76 1.74 2.05
C -2.20 -1.94 -1.78
C 3.82 -1.29 0.02
C -0.15 -2.50 -1.03
C -2.91 -2.10 -0.54
C -2.02 -2.48 0.39
H -2.94 -3.43 3.19
H 3.68 -2.76 1.07
H -1.75 -0.12 3.65
H -2.92 -1.31 -2.61
H 2.03 -0.41 -0.01
H -0.22 -3.18 1.03
H -0.33 0.57 3.08
H 3.52 2.43 2.72
H 1.88 1.96 0.92
H 1.38 1.54 -1.46
H -4.89 -1.53 -2.19
H -5.83 -0.70 -0.88
H -3.41 0.03 0.52
H -0.36 -1.74 -2.95
H 2.51 2.63 -1.85
H 3.83 0.79 -3.21
H -2.81 2.76 -2.00
H 4.82 1.82 1.84
H 4.45 1.22 -0.39
H 3.81 -3.27 -0.73
H -1.36 4.63 -1.68
H 0.06 4.39 0.47
H -1.33 1.44 3.83
H 3.24 3.21 0.41
H 3.58 0.65 2.21
H -1.83 -4.38 2.55
H -0.31 2.72 2.14
H 2.26 1.16 -3.58
H -1.29 -2.80 3.05
H 2.70 -0.39 -2.64
*
```

Computed Mulliken charges, given in elementary charges: number 1, O, carries -0.70; number 2, O, carries -0.48; number 3, O, carries -0.64; number 4, O, carries -0.35; number 5, O, carries -0.68; number 6, O, carries -0.44; number 7, O, carries -0.32; number 8, N, carries -0.16; number 9, N, carries 0.13; number 10, C, carries -1.54; number 11, C, carries -0.37; number 12, C, carries 0.13; number 13, C, carries 0.11; number 14, C, carries -0.24; number 15, C, carries -0.71; number 16, C, carries -1.22; number 17, C, carries 0.22; number 18, C, carries -0.73; number 19, C, carries -1.20; number 20, C, carries 0.45; number 21, C, carries -0.47; number 22, C, carries -0.23; number 23, C, carries -1.49; number 24, C, carries 0.97; number 25, C, carries -0.56; number 26, C, carries -0.57; number 27, C, carries -1.28; number 28, C, carries -1.46; number 29, C, carries 0.15; number 30, C, carries 0.79; number 31, C, carries 0.37; number 32, C, carries 0.29; number 33, C, carries 0.68; number 34, H, carries 0.67; number 35, H, carries 0.25; number 36, H, carries 0.32; number 37, H, carries 0.14; number 38, H, carries 0.24; number 39, H, carries 1.52; number 40, H, carries 0.72; number 41, H, carries 0.60; number 42, H, carries -0.31; number 43, H, carries -0.17; number 44, H, carries 0.46; number 45, H, carries 0.38; number 46, H, carries 0.35; number 47, H, carries 0.06; number 48, H, carries 0.80; number 49, H, carries 0.36; number 50, H, carries 0.57; number 51, H, carries 0.37; number 52, H, carries 0.20; number 53, H, carries 0.33; number 54, H, carries 0.13; number 55, H, carries 0.48; number 56, H, carries 0.45; number 57, H, carries 0.40; number 58, H, carries 0.19; number 59, H, carries 0.29; number 60, H, carries 0.66; number 61, H, carries 0.55; number 62, H, carries 0.30; number 63, H, carries 0.24

---

# C5H14NO2

A molecular structure, C5H14NO2 at a distorted geometry (the ωB97M-V functional and the def2-TZVPD basis, OMol25).

Values from the calculation:
* orbital gap: 5.00 eV
* relative energy (zero: lowest compared OMol25 entry of this formula, charge and spin): 1201.6 kJ/mol
* strongest force on any atom: 3.5 eV/Å
* E_HOMO: -13.392 eV
* lowest unoccupied orbital energy: -8.4 eV

```
! RIJCOSX wB97M-V def2-TZVPD def2/J DEFGRID3
* xyz 1 1
O -0.50 1.20 1.63
O -2.15 0.22 0.20
N 2.04 0.28 -0.83
C 0.76 -0.07 -1.47
C 2.21 1.19 0.07
C 0.18 -1.36 -1.04
C -1.88 -1.07 0.54
C -0.39 -1.37 0.39
H -2.10 -1.38 1.57
H 3.20 1.12 0.53
H -0.14 -2.28 0.96
H 0.71 0.28 -2.52
H -0.64 1.94 2.22
H 0.59 0.66 -0.29
H -1.54 0.89 0.88
H -0.28 1.88 -0.12
H 1.09 -2.06 -1.13
H -0.54 -1.75 -1.78
H 0.00 2.02 -0.97
H 1.57 2.02 0.38
H 0.22 -0.59 0.91
H -2.40 -1.77 -0.13
*
```

Computed Mulliken charges, given in elementary charges: number 1, O, carries -0.72; number 2, O, carries -0.54; number 3, N, carries -0.11; number 4, C, carries 0.45; number 5, C, carries 0.08; number 6, C, carries -0.63; number 7, C, carries -0.46; number 8, C, carries -0.65; number 9, H, carries 0.29; number 10, H, carries 0.36; number 11, H, carries 0.46; number 12, H, carries 0.41; number 13, H, carries 0.19; number 14, H, carries -1.30; number 15, H, carries 0.37; number 16, H, carries 0.09; number 17, H, carries 0.37; number 18, H, carries 0.45; number 19, H, carries 0.54; number 20, H, carries 0.43; number 21, H, carries 0.48; number 22, H, carries 0.42

---

# C5H16N6

2 unconnected molecules or ions with the total composition C5H16N6 at a distorted geometry (the ωB97M-V functional and the def2-TZVPD basis, OMol25).

Values from the calculation:
* orbital gap: 7.86 eV
* relative energy (zero: lowest compared OMol25 entry of this formula, charge and spin): 0.0 kJ/mol
* strongest force on any atom: 3.9 eV/Å
* E_HOMO: -16.465 eV
* lowest unoccupied orbital energy: -8.6 eV

```
! RIJCOSX wB97M-V def2-TZVPD def2/J DEFGRID3
* xyz 2 1
N 0.64 -0.23 0.45
N -1.30 1.16 -2.76
N 2.32 0.88 1.36
N 2.07 -1.83 -1.05
N -2.41 -0.69 -1.39
N -0.76 -0.55 0.28
C 0.09 1.78 1.90
C -0.59 0.68 -1.80
C -1.65 -0.95 1.36
C -1.28 -0.26 -0.91
C 1.01 0.76 1.35
H 2.90 0.13 0.90
H -2.26 0.65 -2.62
H -2.66 -0.47 1.29
H 1.41 -0.94 -0.22
H 0.15 2.75 1.44
H 2.86 -2.22 -0.61
H 2.45 -1.25 -1.91
H -1.02 1.76 -3.53
H -0.97 1.47 1.79
H 0.38 0.94 -1.68
H -1.87 -2.08 1.40
H -1.15 -0.84 2.39
H 0.30 1.82 3.09
H 2.91 1.55 1.76
H -2.96 -1.40 -0.91
H 1.42 -2.60 -1.38
*
```

Computed Mulliken charges, given in elementary charges: number 1, N, carries -0.23; number 2, N, carries -0.13; number 3, N, carries -0.27; number 4, N, carries -0.85; number 5, N, carries -0.76; number 6, N, carries -0.06; number 7, C, carries -1.01; number 8, C, carries -0.51; number 9, C, carries -1.12; number 10, C, carries 0.82; number 11, C, carries 0.74; number 12, H, carries 0.17; number 13, H, carries 0.37; number 14, H, carries 0.43; number 15, H, carries 0.43; number 16, H, carries 0.36; number 17, H, carries 0.30; number 18, H, carries 0.35; number 19, H, carries 0.27; number 20, H, carries 0.30; number 21, H, carries 0.57; number 22, H, carries 0.33; number 23, H, carries 0.38; number 24, H, carries 0.37; number 25, H, carries 0.19; number 26, H, carries 0.26; number 27, H, carries 0.31